(1)
A 2-piece molecular cluster, C5H10O2 overall. Source: the OMol25 dataset; level of theory: ωB97M-V with the def2-TZVPD basis set.

Calculated values
Relative energy (zero: lowest compared OMol25 entry of this formula, charge and spin) (kcal/mol): 69.0
LUMO (Ha): 0.0160
Charge: 0
Electronic energy (Ha): -346.9155

Last column: Mulliken charge in e.
Atoms and positions in Å:
H 2.727 -1.835 0.855  0.331
C -0.296 -0.295 0.916  -0.289
C -2.410 0.892 1.657  -1.031
H 0.996 0.005 -1.379  0.266
H 0.256 1.905 -2.784  0.316
H -0.714 0.972 -3.599  0.310
H 1.337 -1.906 2.045  0.232
C -1.101 0.762 0.940  0.188
H -0.726 -1.141 1.466  0.152
H -0.919 1.507 0.156  0.224
O 0.110 1.014 -3.110  -0.640
H -3.172 1.102 0.915  0.285
O 1.270 -0.808 -0.959  -0.430
C 1.814 -1.391 1.220  -0.977
H -2.334 1.722 2.359  0.281
C 1.006 -0.748 0.378  0.460
H -2.652 -0.041 2.157  0.323

---

(2)
A 2-piece molecular cluster, C5H10O2 overall. Source: the OMol25 dataset; level of theory: ωB97M-V with the def2-TZVPD basis set.

Calculated values
Relative energy (zero: lowest compared OMol25 entry of this formula, charge and spin) (kcal/mol): 65.2
LUMO (Ha): 0.0284
Charge: 0
Electronic energy (Ha): -346.9215

Last column: Mulliken charge in e.
Atoms and positions in Å:
C -0.046 0.643 -0.076  0.215
H 3.023 -0.542 0.985  0.266
H -0.591 -3.065 0.673  0.331
C -1.785 1.129 -1.783  -1.071
C 1.289 0.469 0.538  -0.046
O 0.043 -2.681 1.268  -0.646
O -1.023 0.821 0.916  -0.514
H -2.533 0.500 -1.309  0.278
H 0.527 -2.116 0.653  0.330
H 0.302 0.882 -2.202  0.388
C 2.231 -0.434 0.258  -0.944
H 1.585 1.210 1.279  0.291
H -1.816 0.888 -2.855  0.343
H -2.077 2.178 -1.763  0.285
H 2.338 -0.869 -0.730  0.315
C -0.362 0.849 -1.350  -0.209
H -1.005 -0.055 1.329  0.389

---

(3)
A 2-piece molecular cluster, C5H10O2 overall. Source: the OMol25 dataset; level of theory: ωB97M-V with the def2-TZVPD basis set.

Calculated values
Relative energy (zero: lowest compared OMol25 entry of this formula, charge and spin) (kcal/mol): 54.9
LUMO (Ha): 0.0266
Charge: 0
Electronic energy (Ha): -346.9379

Last column: Mulliken charge in e.
Atoms and positions in Å:
H 2.320 -1.718 -0.394  0.332
H 0.361 -1.749 -1.932  0.313
C 0.633 -0.839 -1.397  -0.044
H 1.959 -0.040 0.102  0.292
C -1.718 1.197 0.895  -0.555
H -2.300 1.918 0.315  0.252
C 0.183 0.344 -1.806  -0.780
H -0.448 0.435 -2.686  0.272
H 0.408 1.254 -1.254  0.263
H -2.215 1.046 1.864  0.267
C 1.517 -0.999 -0.180  -0.527
H -1.724 0.240 0.351  0.229
O -0.415 1.720 1.039  -0.516
H 0.085 1.067 1.553  0.336
H 0.359 -2.564 0.911  0.351
C 0.720 -1.519 0.991  0.034
O 0.449 -0.864 1.974  -0.518

---

(4)
A 2-piece molecular cluster, C5H10O2 overall. Source: the OMol25 dataset; level of theory: ωB97M-V with the def2-TZVPD basis set.

Calculated values
Relative energy (zero: lowest compared OMol25 entry of this formula, charge and spin) (kcal/mol): 73.9
LUMO (Ha): 0.0195
Charge: 0
Electronic energy (Ha): -346.9076

Last column: Mulliken charge in e.
Atoms and positions in Å:
C 1.189 1.075 1.508  -0.596
H 1.009 -1.985 -1.943  0.330
H -2.281 -0.590 -1.787  0.317
O -2.591 0.240 -1.432  -0.617
H 1.947 -1.084 0.413  0.349
H 1.959 1.836 1.370  0.307
H 0.142 0.067 3.107  0.297
C 0.635 0.947 2.723  -0.596
H -0.208 -0.795 -1.842  0.202
C 0.328 -1.506 -1.228  -0.950
H 0.670 1.838 3.332  0.244
H -3.411 0.389 -1.921  0.307
C 1.034 -0.828 -0.105  -0.171
H -0.448 -2.221 -0.922  0.236
C 0.656 0.427 0.288  0.561
H -0.574 0.852 -1.107  0.211
O -0.058 1.340 -0.454  -0.431

---

(5)
A 2-piece molecular cluster, C5H10O2 overall. Source: the OMol25 dataset; level of theory: ωB97M-V with the def2-TZVPD basis set.

Calculated values
Relative energy (zero: lowest compared OMol25 entry of this formula, charge and spin) (kcal/mol): 39.9
LUMO (Ha): 0.0346
Charge: 0
Electronic energy (Ha): -346.9618

Last column: Mulliken charge in e.
Atoms and positions in Å:
H -1.789 2.332 0.500  0.331
H -1.395 -1.111 -0.914  0.361
H -2.040 1.598 2.105  0.276
C -1.520 -0.092 -0.558  -1.072
H 1.501 -1.984 -1.984  0.354
H 1.649 0.475 -1.591  0.302
C 1.436 -1.556 -0.965  0.156
C -1.366 1.651 1.242  -1.079
O -0.542 -0.519 1.583  -0.530
H 1.776 0.225 0.184  0.215
H -1.994 0.620 -1.224  0.240
H -0.200 -1.318 1.142  0.423
O 0.924 -2.214 -0.083  -0.537
H 3.109 -0.254 -0.915  0.361
C 2.019 -0.185 -0.798  -0.867
H -0.412 2.053 1.602  0.272
C -1.155 0.280 0.674  0.793

---

(6)
One molecule with the formula C5H10O2. Source: the OMol25 dataset; level of theory: ωB97M-V with the def2-TZVPD basis set.

Calculated values
Relative energy (zero: lowest compared OMol25 entry of this formula, charge and spin) (kcal/mol): 40.5
LUMO (Ha): 0.0372
Charge: 0
Electronic energy (Ha): -346.9609

Last column: Mulliken charge in e.
Atoms and positions in Å:
C -1.796 0.286 0.217  -0.450
H 1.878 -1.921 -0.180  0.327
H 0.131 -0.458 -1.521  0.295
C -0.853 1.523 -0.038  -0.517
O 0.461 1.015 -0.145  -0.444
H 1.834 -0.638 1.055  0.326
H -0.958 2.233 -0.884  0.276
H -0.850 2.106 0.871  0.227
C 0.384 -0.362 -0.466  0.330
O 2.780 -0.175 -0.730  -0.536
H -0.573 -1.241 1.325  0.296
C -0.810 -0.928 0.296  -0.721
H -1.173 -1.823 -0.229  0.335
H -2.625 0.036 -0.465  0.281
H 2.553 0.766 -0.693  0.354
C 1.758 -0.850 -0.029  -0.635
H -2.276 0.422 1.195  0.255

---

(7)
One molecule with the formula C5H10O2. Source: the OMol25 dataset; level of theory: ωB97M-V with the def2-TZVPD basis set.

Calculated values
Relative energy (zero: lowest compared OMol25 entry of this formula, charge and spin) (kcal/mol): 101.4
LUMO (Ha): 0.0274
Charge: 0
Electronic energy (Ha): -346.8639

Last column: Mulliken charge in e.
Atoms and positions in Å:
C -0.365 1.909 -0.430  -0.550
H 0.753 1.012 1.155  0.311
C 1.629 -2.088 -1.217  -0.248
H -1.317 -0.304 0.989  0.339
H -1.920 2.967 0.079  0.300
C 0.271 -1.723 0.749  -0.617
O -1.421 2.233 0.456  -0.512
C 0.379 0.733 0.162  -0.453
H 1.255 0.517 -0.462  0.366
H 0.325 2.757 -0.562  0.330
C -0.508 -0.504 0.279  -0.499
H 0.544 -1.640 1.804  0.348
H -0.274 -2.660 0.588  0.380
H -0.750 1.634 -1.426  0.317
H 0.571 -2.285 -1.573  0.141
H -0.984 -0.719 -0.688  0.237
O 1.549 -1.817 0.048  -0.192

---

(8)
C5H10O2 as an isolated structure. Source: the OMol25 dataset; level of theory: ωB97M-V with the def2-TZVPD basis set.

Calculated values
Relative energy (zero: lowest compared OMol25 entry of this formula, charge and spin) (kcal/mol): 63.8
LUMO (Ha): 0.0361
Charge: 0
Electronic energy (Ha): -346.9238

Last column: Mulliken charge in e.
Atoms and positions in Å:
C -1.137 0.166 -0.403  0.250
H -2.159 -1.628 0.210  0.350
C 1.426 0.554 -0.559  -0.848
C 2.155 -0.284 0.465  -0.466
H -1.409 0.014 -1.467  0.237
H -0.455 1.980 -0.464  0.332
H -1.792 -0.475 1.522  0.346
O 0.854 -0.508 1.083  -0.458
H 0.346 -1.380 -0.720  0.387
H 2.535 -1.249 0.114  0.264
C 0.276 -0.385 -0.256  0.139
C -2.118 -0.569 0.484  -1.382
H 1.792 0.808 -1.563  0.295
H 2.908 0.224 1.075  0.277
H -3.116 -0.135 0.385  0.373
O -1.221 1.539 -0.078  -0.577
H 1.115 1.328 0.171  0.480

---

(9)
A 2-piece molecular cluster, C5H10O2 overall. Source: the OMol25 dataset; level of theory: ωB97M-V with the def2-TZVPD basis set.

Calculated values
Relative energy (zero: lowest compared OMol25 entry of this formula, charge and spin) (kcal/mol): 67.7
LUMO (Ha): 0.0318
Charge: 0
Electronic energy (Ha): -346.9175

Last column: Mulliken charge in e.
Atoms and positions in Å:
C 1.042 0.070 1.667  -0.554
H -2.565 0.836 -0.900  0.329
H 1.964 -0.179 2.204  0.273
H -0.705 -0.726 -2.028  0.332
H -1.387 -0.536 0.572  0.206
H 1.544 1.064 -0.938  0.309
C -0.505 -1.072 0.943  -0.347
H -0.697 -2.151 0.961  0.257
H 1.516 -1.448 0.162  0.344
C 0.022 0.084 -1.980  -0.852
O -0.101 -0.580 2.229  -0.411
C 0.822 -0.610 0.305  0.455
O -2.320 1.554 -0.305  -0.667
H 0.087 0.732 -2.850  0.261
C 0.815 0.251 -0.923  -0.559
H 0.923 1.163 1.641  0.288
H -1.371 1.647 -0.465  0.334

---

(10)
A 2-piece molecular cluster, C5H10O2 overall. Source: the OMol25 dataset; level of theory: ωB97M-V with the def2-TZVPD basis set.

Calculated values
Relative energy (zero: lowest compared OMol25 entry of this formula, charge and spin) (kcal/mol): 49.7
LUMO (Ha): 0.0270
Charge: 0
Electronic energy (Ha): -346.9463

Last column: Mulliken charge in e.
Atoms and positions in Å:
H -1.314 0.297 -1.853  0.271
H 0.761 1.023 -0.983  0.294
H -1.705 1.743 -0.924  0.328
H -2.500 0.198 0.988  0.294
C 3.202 -0.334 0.812  -0.087
H 2.964 -1.007 -0.031  0.226
H 0.120 1.305 0.653  0.334
C 0.366 -0.757 0.120  -0.069
C 0.040 0.670 -0.237  -0.338
C -2.428 -0.105 -0.064  -1.153
C -1.379 0.701 -0.837  -0.434
H -2.210 -1.179 -0.087  0.326
O 0.916 -1.526 -0.638  -0.553
O 2.357 -0.016 1.615  -0.408
H -0.011 -1.099 1.103  0.338
H 4.233 0.054 0.884  0.274
H -3.412 0.033 -0.522  0.357

---

(11)
One molecule with the formula C5H10O2. Source: the OMol25 dataset; level of theory: ωB97M-V with the def2-TZVPD basis set.

Calculated values
Relative energy (zero: lowest compared OMol25 entry of this formula, charge and spin) (kcal/mol): 48.6
LUMO (Ha): 0.0378
Charge: 0
Electronic energy (Ha): -346.9480

Last column: Mulliken charge in e.
Atoms and positions in Å:
C 0.400 -0.014 -1.093  0.359
O 1.697 -0.046 -1.674  -0.586
H 0.157 2.137 -1.007  0.314
C -0.578 -1.300 1.700  -0.401
H 1.439 0.446 0.686  0.378
H -0.069 1.440 -2.608  0.370
O 0.598 -1.473 0.892  -0.463
C -0.675 0.184 1.332  -0.561
C -0.257 1.279 -1.544  -1.342
H -0.385 -1.524 2.756  0.258
H -1.598 0.502 0.841  0.224
H -1.413 -1.917 1.343  0.246
H -1.338 1.250 -1.378  0.383
H -0.454 0.872 2.152  0.253
H -0.186 -0.874 -1.449  0.182
H 2.134 -0.853 -1.372  0.340
C 0.527 -0.109 0.424  0.045

---

(12)
A 2-piece molecular cluster, C5H10O2 overall. Source: the OMol25 dataset; level of theory: ωB97M-V with the def2-TZVPD basis set.

Calculated values
Relative energy (zero: lowest compared OMol25 entry of this formula, charge and spin) (kcal/mol): 70.6
LUMO (Ha): 0.0245
Charge: 0
Electronic energy (Ha): -346.9129

Last column: Mulliken charge in e.
Atoms and positions in Å:
H -1.353 0.485 1.057  0.308
H 1.124 2.050 1.285  0.346
C -0.979 -0.452 0.643  -0.167
C 1.265 0.339 -0.129  -0.462
O 0.815 -1.987 0.398  -0.523
O 0.590 2.609 -0.575  -0.456
H 1.773 -2.089 0.443  0.309
H 0.794 -0.478 1.820  0.246
C 0.968 1.778 0.216  -0.114
H -1.448 -2.233 -0.375  0.256
H -2.868 -1.082 -0.041  0.276
H 2.347 0.185 0.010  0.417
H -1.104 1.565 -2.064  -0.197
C 0.506 -0.661 0.768  0.129
H 1.011 0.160 -1.178  0.248
C -1.808 -1.301 0.049  -0.804
H -1.631 1.111 -2.329  0.191

---

no.,F_max (hartree/bohr)
1,0.0427
2,0.0276
3,0.0105
4,0.0541
5,0.0106
6,0.0223
7,0.0102
8,0.0329
9,0.0079
10,0.0108
11,0.0081
12,0.0114